Here is 6 unconnected molecules or ions with the total composition C34H82Br3N8O7 at a distorted geometry from OMol25. Energies are from ωB97M-V/def2-TZVPD.

Calculated values
Largest force on an atom ... 3.06 eV/A
Orbital gap ... 0.2938 hartree
Total charge ... +1
HOMO level ... -10.83 eV

CARTESIAN COORDINATES (ANGSTROEM)
C 4.85516 -0.55359 0.17961
C 3.34338 -0.34527 0.31635
C 2.58601 -1.70113 0.38699
C 1.67330 -1.85846 -0.82915
C 2.56040 -2.20710 -2.05515
N 0.60836 -2.88120 -0.63835
C 0.73183 -3.88931 0.39395
C 1.82071 -4.93301 0.12960
O 2.84404 -4.72709 -0.38147
O 1.51977 -6.17792 0.53392
C -0.41337 -2.83265 -1.42210
N -0.58964 -1.86408 -2.37488
C -1.22892 -0.61841 -1.89471
C -2.59145 -0.82232 -1.24001
C -3.74289 -0.74264 -2.23801
Br -5.36610 -1.45774 -1.41447
N -1.40767 -3.76778 -1.31346
C -2.16547 -4.01827 -2.53159
Br -0.99754 -4.71169 -3.95194
C -3.24914 -5.14788 -2.18165
C -3.60230 -5.20560 -0.70340
Br -2.63780 -6.91724 -2.77957
H 5.21130 -0.98808 1.10932
H 5.09497 -1.26442 -0.61009
H 5.37168 0.37299 -0.04989
H 3.21501 0.14946 1.27312
H 2.94937 0.30628 -0.46261
H 3.33788 -2.47458 0.47683
H 1.95518 -1.63359 1.27300
H 1.26388 -0.87974 -1.03557
H 2.24842 -1.61952 -2.92064
H 3.60026 -1.97631 -1.88290
H 2.40815 -3.23985 -2.34122
H 0.93725 -3.45586 1.36428
H -0.19058 -4.43283 0.55466
H 0.56718 -6.26753 0.67924
H 0.23221 -1.71013 -2.94446
H -0.62901 -0.01555 -1.22312
H -1.39842 -0.00036 -2.76927
H -2.73305 0.01974 -0.56809
H -2.66804 -1.71130 -0.61765
H -3.52722 -1.21790 -3.18856
H -3.95735 0.29971 -2.42766
H -0.99605 -4.67277 -1.10089
H -2.73930 -3.17943 -2.87674
H -4.11512 -4.94407 -2.79249
H -4.45566 -5.86663 -0.60740
H -3.80584 -4.22981 -0.27742
H -2.79855 -5.72436 -0.18777
C 8.13481 5.22123 -1.56951
C 6.77179 4.57513 -1.79608
C 5.89526 4.51423 -0.53529
O 6.26235 3.51325 0.39743
C 7.34427 3.85522 1.24852
N 6.96879 3.24686 -2.38794
H 8.83392 4.54943 -1.07242
H 8.58333 5.49672 -2.52375
H 8.04620 6.12870 -0.96872
H 6.23800 5.19290 -2.52459
H 4.87847 4.25666 -0.84814
H 5.83387 5.49272 -0.04215
H 7.34068 4.91817 1.50297
H 8.29887 3.58116 0.79556
H 7.23770 3.27748 2.16670
H 6.06279 2.85933 -2.63964
H 7.30241 2.62970 -1.65100
C 3.30556 2.82253 -6.71668
C 2.77988 1.39127 -6.77268
C 1.82666 1.03701 -5.62042
O 2.46144 0.80406 -4.37076
C 2.80048 1.97539 -3.64746
N 3.91889 0.47144 -6.84586
H 4.09740 2.94451 -5.97764
H 3.72592 3.10562 -7.68091
H 2.50575 3.52872 -6.48179
H 2.20735 1.29213 -7.69935
H 1.33281 0.09384 -5.87279
H 1.03354 1.78867 -5.51105
H 2.06417 2.77101 -3.79148
H 3.79452 2.33088 -3.92504
H 2.82876 1.71475 -2.58726
H 3.57542 -0.47416 -6.99420
H 4.34692 0.43429 -5.92373
C -3.04020 3.43285 -1.30652
C -1.72729 3.23207 -0.55560
C -1.01142 4.54049 -0.18924
O -0.34969 5.16941 -1.26842
C -1.18015 5.94507 -2.11868
N -0.85819 2.34483 -1.34329
H -2.88360 3.68486 -2.35509
H -3.63300 2.51603 -1.28421
H -3.63768 4.22354 -0.85096
H -1.96775 2.72469 0.38433
H -0.22437 4.30095 0.53162
H -1.69105 5.24224 0.30950
H -1.98293 6.43672 -1.56338
H -1.59909 5.33333 -2.92071
H -0.55724 6.71115 -2.57868
H -0.02904 2.13351 -0.79121
H -0.49524 2.89192 -2.12190
C -2.14336 -2.46672 2.89777
C -2.71081 -3.88360 2.86186
C -3.72641 -4.17455 3.97493
O -3.15558 -4.38420 5.24736
C -2.81473 -3.19589 5.94920
N -1.59747 -4.84389 2.87999
H -1.38726 -2.34275 3.67230
H -1.66540 -2.22661 1.94233
H -2.93017 -1.73054 3.06993
H -3.23872 -3.99515 1.90854
H -4.23660 -5.11025 3.72769
H -4.49940 -3.39702 4.02068
H -3.51735 -2.38432 5.74645
H -1.79774 -2.88102 5.70286
H -2.83917 -3.42034 7.01546
H -1.97152 -5.78100 2.74932
H -1.22417 -4.86564 3.82684
C -5.88299 -0.56345 7.05978
C -4.71487 0.41729 7.00858
C -5.12575 1.88450 7.20342
O -5.73587 2.48203 6.07484
C -7.11341 2.19093 5.90992
N -3.98406 0.22178 5.74946
H -6.46379 -0.56421 6.13749
H -5.51626 -1.58050 7.20555
H -6.55602 -0.33199 7.88705
H -4.04233 0.16160 7.83279
H -4.21686 2.46601 7.38111
H -5.75675 2.00807 8.09239
H -7.62732 2.10121 6.87051
H -7.25344 1.27983 5.32394
H -7.56055 3.01405 5.35310
H -3.14704 0.79924 5.76352
H -4.54720 0.62938 5.00603

Here is 7 unconnected molecules or ions with the total composition C34H83Br4O20P5 at a distorted geometry from OMol25. Energies are from ωB97M-V/def2-TZVPD.

Calculated values
Largest force on an atom ... 3.06 eV/A
Relative energy (zero: lowest compared OMol25 entry of this formula, charge and spin) ... 4.3 kcal/mol
Orbital gap ... 0.3876 hartree
Structure (SMILES) ... CCOP(=O)(OCC)OCC.CCOP(=O)(OCC)OCC.CCOP(=O)(OCC)OCC.CCOP(=O)(OCC)OCC.CCOP(=O)(OCC)OCC.BrCCBr.BrCCBr
HOMO level ... -10.22 eV

CARTESIAN COORDINATES (ANGSTROEM)
C 0.53193 0.85656 3.26652
C 1.78425 1.67427 3.34140
O 2.35044 1.67502 2.01278
P 2.44975 3.03568 1.22378
O 1.20109 3.79777 1.34182
O 2.86606 2.48858 -0.15280
C 2.87708 3.28182 -1.44174
C 2.99696 2.40118 -2.69061
O 3.75036 3.82754 1.75494
C 5.08569 3.30759 1.63376
C 6.10130 4.38269 2.08380
H -0.01670 0.70030 4.24260
H -0.13170 1.33540 2.52555
H 0.80638 -0.17426 2.91304
H 1.62348 2.71938 3.62335
H 2.47309 1.19017 4.03808
H 1.91537 3.75556 -1.42767
H 3.65922 4.01277 -1.35845
H 3.73480 1.57466 -2.55860
H 2.02519 1.92041 -2.88708
H 3.26909 2.88773 -3.64742
H 5.18954 2.38071 2.22522
H 5.31497 3.06415 0.57998
H 5.94570 4.82358 3.05997
H 7.03688 3.85806 2.21051
H 6.35120 5.09263 1.31812
C 7.13161 -5.94070 4.66898
C 6.71828 -4.74487 3.91292
O 5.54848 -4.97726 3.08169
P 4.22072 -4.70398 3.77464
O 4.06413 -5.31750 5.08986
O 4.19666 -3.14527 3.68220
C 3.15359 -2.31734 4.26070
C 3.45036 -1.78436 5.66996
O 3.10231 -5.09227 2.73596
C 2.96331 -6.49576 2.36574
C 1.89906 -6.65665 1.29267
H 7.26108 -6.82079 4.02206
H 8.03492 -5.69250 5.25967
H 6.32346 -6.20651 5.37193
H 6.47246 -3.84607 4.52262
H 7.49130 -4.50001 3.20319
H 3.14898 -1.47071 3.58963
H 2.15549 -2.80000 4.18574
H 2.57286 -1.25476 6.04215
H 3.72278 -2.55373 6.38591
H 4.32172 -1.14436 5.64263
H 3.93976 -6.81319 2.08634
H 2.73287 -6.98353 3.32465
H 2.06070 -6.04786 0.40970
H 1.90781 -7.71757 0.98133
H 0.91721 -6.57280 1.79522
C -1.23561 5.01501 -1.45401
C -1.16047 6.48093 -1.88999
O -1.40142 6.54758 -3.33680
P -1.11731 7.76902 -4.26917
O -0.91407 7.36795 -5.66572
O -2.34203 8.69741 -3.89779
C -2.67250 9.82767 -4.78700
C -4.03621 10.40262 -4.59277
O 0.10430 8.52719 -3.65738
C 1.45009 8.25322 -4.08462
C 1.94652 6.95380 -3.40252
H -0.46953 4.35651 -1.90703
H -1.14057 4.94814 -0.39079
H -2.17769 4.59125 -1.80598
H -1.93706 6.98101 -1.35095
H -0.20730 6.98490 -1.75725
H -1.92621 10.61612 -4.63218
H -2.61625 9.53555 -5.87009
H -4.83840 9.65968 -4.54787
H -4.11690 11.06369 -3.71787
H -4.26263 11.06506 -5.46316
H 1.44787 8.24739 -5.19047
H 1.90199 9.20482 -3.76374
H 2.96404 6.78959 -3.71875
H 2.05254 7.00384 -2.31787
H 1.39712 6.05643 -3.67378
C -4.61858 -4.19005 0.89573
C -5.13565 -3.09374 1.81731
O -5.32514 -3.82535 3.09895
P -6.41208 -3.45449 4.14369
O -7.73612 -3.12624 3.64198
O -6.45095 -4.86018 5.02986
C -5.29678 -5.39281 5.66424
C -5.49897 -5.55381 7.20793
O -5.72462 -2.32933 5.08602
C -6.61165 -1.38851 5.75782
C -6.70997 -0.14633 4.88932
H -4.36633 -3.65972 -0.02344
H -3.71768 -4.65199 1.33850
H -5.33159 -5.01643 0.72658
H -4.41957 -2.19382 1.93637
H -6.13380 -2.70314 1.59917
H -5.02803 -6.31077 5.13150
H -4.43823 -4.70942 5.52052
H -4.74768 -6.26290 7.59791
H -5.46257 -4.59726 7.74811
H -6.45914 -6.01565 7.41952
H -7.58630 -1.85104 5.76565
H -6.21280 -1.14261 6.76503
H -5.80445 0.45096 4.75780
H -7.13997 -0.38295 3.94775
H -7.44272 0.52451 5.33228
C 1.74074 -6.61004 -8.04850
C 1.95872 -5.12638 -8.01623
O 1.77460 -4.70320 -6.60755
P 1.02167 -3.44750 -6.19603
O 0.73374 -2.58759 -7.36338
O -0.34500 -3.92397 -5.45445
C -1.53641 -4.01775 -6.30580
C -2.49345 -2.79647 -6.24890
O 1.89796 -3.00183 -4.99068
C 1.52482 -1.76734 -4.30476
C 2.18432 -0.61432 -4.96165
H 2.05472 -6.88937 -9.05915
H 2.28561 -7.15953 -7.26994
H 0.71224 -6.93720 -7.95172
H 3.02237 -4.92982 -8.14605
H 1.29327 -4.55274 -8.65869
H -1.17824 -4.05211 -7.37020
H -2.07248 -4.89719 -5.94164
H -1.86553 -1.93880 -6.55455
H -3.23183 -2.92864 -7.03710
H -2.83140 -2.71054 -5.23250
H 0.46239 -1.64266 -4.32304
H 1.88380 -1.85966 -3.26606
H 2.04553 0.25331 -4.30232
H 3.31087 -0.68898 -5.02464
H 1.80689 -0.27013 -5.91865
Br -5.75405 3.07927 2.57536
C -4.10429 4.16436 2.67807
C -2.84453 3.34344 2.78183
Br -2.49633 2.29943 1.10842
H -4.30298 4.86033 3.51617
H -4.08734 4.78301 1.82309
H -2.90537 2.68000 3.63118
H -2.01228 4.07664 2.91081
Br -0.38703 0.85690 -2.07414
C 0.05829 -0.03306 -0.43820
C -0.93867 -1.12047 -0.17931
Br -0.21037 -2.50479 0.93731
H 0.13966 0.72298 0.32446
H 1.06725 -0.42534 -0.52629
H -1.17231 -1.62422 -1.10418
H -1.79383 -0.69095 0.35014

Here is a molecular structure, C34H89BaBr4N7O9 at a distorted geometry from OMol25. Energies are from ωB97M-V/def2-TZVPD.

Calculated values
Largest force on an atom ... 3.63 eV/A
Orbital gap (alpha / beta) ... 0.3323 / 0.1969 hartree
Spin multiplicity ... 2
Expectation value of S² ... 0.761
Total charge ... +1
HOMO level (alpha / beta) ... -11.05 / -11.05 eV

CARTESIAN COORDINATES (ANGSTROEM)
Ba -0.94963 -1.54728 2.07960
O 0.76047 -0.73417 -0.11273
C -0.10932 0.04973 -0.97114
C -1.38389 0.81148 -0.36284
O -2.39227 0.17711 0.42439
H -0.43170 -0.56283 -1.81313
H 0.51592 0.84383 -1.37929
H -1.83647 1.30543 -1.22266
H -1.10796 1.77295 0.07024
Br 5.81191 2.23531 -2.55076
C 4.31812 1.82344 -3.86552
C 3.01442 1.20581 -3.11642
Br 1.47522 1.37688 -4.28576
H 4.63602 1.07433 -4.59069
H 4.14437 2.79589 -4.32622
H 2.81744 1.90864 -2.30690
H 3.21090 0.20063 -2.74343
Br -5.08833 4.83103 1.19352
C -4.68313 2.88200 1.21869
C -5.15685 2.21891 -0.03375
Br -7.17431 2.23666 -0.17879
H -5.01398 2.42648 2.15204
H -3.60458 2.72795 1.25178
H -4.83303 1.17991 -0.09474
H -4.82695 2.72437 -0.94137
C 3.02256 -2.66323 -2.52890
C 3.23407 -3.45519 -1.19275
C 4.56293 -4.23405 -1.05284
O 4.89160 -4.98933 -2.18411
C 6.22165 -5.45642 -2.10875
N 3.09594 -2.53295 -0.08974
H 2.46970 -1.72575 -2.58862
H 2.68615 -3.30684 -3.34172
H 4.02752 -2.33729 -2.79709
H 2.38847 -4.14196 -1.15528
H 4.38206 -4.98183 -0.28071
H 5.34569 -3.51530 -0.81035
H 6.23339 -6.38680 -1.54096
H 6.99846 -4.72878 -1.87381
H 6.44682 -5.80228 -3.11760
H 2.31659 -1.95204 -0.36406
H 3.88711 -1.91040 -0.00859
C -5.93172 -0.59478 3.02368
C -4.80125 -1.62416 3.32235
C -5.33352 -3.06895 3.65579
O -4.48880 -3.91232 4.41670
C -4.91594 -5.30381 4.41683
N -3.90021 -1.74095 2.15990
H -6.44427 -0.65859 2.06382
H -5.47662 0.39392 3.08239
H -6.71909 -0.53697 3.77522
H -4.20810 -1.25266 4.15797
H -5.62213 -3.61452 2.75737
H -6.22049 -3.06904 4.28935
H -4.35543 -5.82538 5.19265
H -4.70627 -5.67335 3.41305
H -5.94785 -5.51423 4.69785
H -4.45998 -2.28234 1.51675
H -3.67770 -0.90558 1.63765
C -0.13602 -5.45359 2.31414
C 0.50109 -4.70193 1.17057
C -0.43758 -4.40528 -0.06721
O -1.58213 -3.65130 0.29439
C -2.46145 -3.44013 -0.81563
N 1.04029 -3.46038 1.75794
H -0.90885 -4.86047 2.80306
H 0.51936 -5.82163 3.10353
H -0.54363 -6.34562 1.83849
H 1.37314 -5.28521 0.87494
H -0.75361 -5.40542 -0.36377
H 0.10154 -3.91324 -0.87673
H -3.28323 -2.83745 -0.42888
H -2.85616 -4.43059 -1.04211
H -2.14240 -2.95043 -1.73567
H 1.65362 -3.04891 1.06903
H 1.80532 -3.76490 2.34282
C 3.25220 5.15228 -2.37270
C 2.29675 5.08241 -3.60282
C 0.87047 5.62886 -3.47183
O 0.17631 5.24183 -2.28344
C -0.07535 3.87587 -2.24050
N 3.02982 5.62911 -4.71502
H 4.18088 4.59526 -2.49678
H 2.75175 4.76091 -1.48701
H 3.38311 6.18148 -2.03843
H 2.15675 4.00787 -3.72057
H 0.22160 5.31841 -4.29078
H 0.88122 6.71826 -3.50666
H -0.43893 3.43703 -3.16965
H -0.93823 3.68361 -1.60288
H 0.75939 3.38778 -1.73746
H 3.07761 6.62283 -4.54087
H 2.52382 5.51636 -5.58182
C 2.28964 2.94365 1.35536
C 3.36741 1.89073 1.30338
C 4.47720 2.26817 2.30468
O 4.99705 3.61923 2.20331
C 5.82307 4.05135 1.13544
N 2.80055 0.63287 1.73951
H 1.77206 3.07794 2.30519
H 1.58324 2.74477 0.54941
H 2.76786 3.85516 0.99680
H 3.77354 1.75533 0.30098
H 5.29532 1.55112 2.23679
H 4.06673 2.11000 3.30197
H 5.30987 4.27454 0.20007
H 6.72425 3.45240 1.00424
H 6.35562 4.91854 1.52593
H 3.49527 -0.09577 1.65853
H 2.09072 0.27492 1.11653
C 2.28100 0.28751 5.55593
C 1.00408 -0.23645 4.92323
C 0.07646 0.84485 4.46688
O -1.11506 0.36625 3.97370
C -2.05465 1.37584 3.71233
N 1.39052 -1.04422 3.78607
H 2.96941 -0.51470 5.82173
H 2.04008 0.98459 6.35851
H 2.91321 0.92603 4.93892
H 0.53028 -0.93009 5.61785
H 0.46972 1.55910 3.74349
H -0.10364 1.46380 5.34584
H -2.17441 1.95665 4.62690
H -2.99409 0.87038 3.48858
H -1.81240 1.98796 2.84359
H 1.79809 -0.34985 3.17629
H 2.19416 -1.60277 4.03563
C -5.41858 0.72503 -3.30190
C -4.17591 -0.19843 -3.38098
C -3.04268 0.66250 -3.81222
O -3.11241 0.83288 -5.21349
C -2.08194 1.72334 -5.68344
N -4.07079 -0.88938 -2.06997
H -5.73996 1.18096 -4.23835
H -5.32940 1.53128 -2.57381
H -6.28848 0.10201 -3.09407
H -4.36545 -0.89573 -4.19706
H -2.05323 0.28930 -3.54800
H -3.06569 1.62288 -3.29720
H -2.33007 1.95309 -6.71966
H -1.09293 1.28561 -5.54800
H -2.15734 2.67827 -5.16333
H -3.97503 -0.20234 -1.33588
H -3.21453 -1.39512 -1.89348